1.
Density functional theory data (ωB97M-V/def2-TZVPD) for a single C5H9NO3 molecule in a non-equilibrium geometry.

As for the electronic energy: -12959.77380 eV. The value obtained for the LUMO energy is -0.2 eV. Its total charge is 0. The value obtained for the energy above the lowest of the compared OMol25 structures with the same formula, charge and spin is 113.74 kcal per mole. As for the spin multiplicity: 1. As for the HOMO-LUMO gap: 8.461 eV. The HOMO energy is -8.68 eV.

```
18
Properties=species:S:1:pos:R:3:lowdin_charge:R:1
C 1.890 0.503 0.704 0.0403
C -1.875 0.839 0.827 -0.1275
C -0.490 -1.981 -0.809 -0.1167
C 0.646 1.294 0.605 -0.3510
C 1.090 -0.275 -0.339 -0.4346
O -0.602 0.429 1.288 -0.1810
O 1.287 -0.082 -1.677 0.0800
N 0.343 -1.277 0.139 0.0695
O 0.470 2.460 0.335 0.1350
H 1.205 0.852 -1.921 0.1244
H 2.754 1.025 0.296 0.1378
H 2.025 -0.048 1.631 0.1424
H -2.599 0.801 1.644 0.0856
H -1.854 1.859 0.427 0.0777
H -2.212 0.191 0.007 0.0725
H -1.301 -2.472 -0.267 0.0780
H -0.893 -1.356 -1.614 0.0807
H 0.117 -2.764 -1.275 0.0868
```

***

2.
Density functional theory data (ωB97M-V/def2-TZVPD) for a 2-piece molecular cluster, H4O2P3 overall in a non-equilibrium geometry.

As for the electronic energy: -32025.90369 eV. The value obtained for the LUMO energy is 4.1 eV. Its total charge is -1. The value obtained for the energy above the lowest of the compared OMol25 structures with the same formula, charge and spin is 58.05 kcal per mole. As for the spin multiplicity: 1. As for the HOMO-LUMO gap: 7.427 eV. The HOMO energy is -3.30 eV.

```
9
Properties=species:S:1:pos:R:3:lowdin_charge:R:1
O 3.305 0.135 -0.106 -0.7390
O -1.285 1.654 0.708 -0.5628
P -1.518 0.506 -0.225 0.4598
P 0.821 -1.163 0.490 0.2789
P 1.885 0.467 -0.334 0.2758
H -2.589 0.667 -1.097 -0.0612
H -0.539 0.088 -0.924 -0.2388
H -1.947 -0.735 0.467 -0.0478
H 1.866 -1.617 1.020 -0.3649
```